DFT (wB97M-V/def2-TZVPD) results for 10 unconnected molecules or ions with the total composition C38H90FINO9P in a non-equilibrium geometry.

Computed properties:
* strongest force on any atom: 3.019 eV/A
* HOMO energy: -8.65 eV
* 2S+1: 1
* total energy: -80886.8371 eV

Last columns: bonded neighbours and bond lengths (Å).
Atoms and positions in Å:
1 C -0.91458 6.96034 -1.07529  C2 1.567, H16 1.125, H17 1.110, H18 1.124
2 C -1.77086 7.16369 -2.37239  C1 1.567, C3 1.580, H19 1.125, H20 1.122
3 C -1.82601 6.01769 -3.45920  C2 1.580, I4 2.208, P5 1.893, H21 1.128
4 I -3.88670 6.00866 -4.25155  C3 2.208
5 P -1.12827 4.30582 -3.05081  C3 1.893, C6 1.873, C10 1.930, H22 1.444, H23 1.430
6 C -2.62897 3.62150 -2.16416  P5 1.873, C7 1.572, H24 1.125, H25 1.125
7 C -3.21563 4.45584 -0.96845  C6 1.572, C8 1.581, H26 1.112, H27 1.122
8 C -4.24900 3.50998 -0.23487  C7 1.581, F9 1.426, H28 1.122, H29 1.116
9 F -4.62524 4.18340 0.96425  C8 1.426
10 C -0.27806 2.58795 -2.82724  P5 1.930, C11 1.473, C15 1.464
11 C 0.69455 2.37082 -1.74264  C10 1.473, C12 1.441, H30 1.112
12 C 1.26808 1.05288 -1.63395  C11 1.441, N13 1.351, H31 1.118
13 N 1.00417 -0.02715 -2.40089  C12 1.351, C14 1.354
14 C 0.12233 0.20733 -3.40103  N13 1.354, C15 1.443, H32 1.119
15 C -0.56015 1.44386 -3.69599  C10 1.464, C14 1.443, H33 1.109
16 H -1.46781 7.42604 -0.21362  C1 1.125
17 H -0.69192 5.91705 -0.76761  C1 1.110
18 H 0.03639 7.55391 -1.15298  C1 1.124
19 H -1.42298 8.10926 -2.87217  C2 1.125
20 H -2.82392 7.38881 -2.05588  C2 1.122
21 H -1.24004 6.39957 -4.34359  C3 1.128
22 H -1.05002 4.05070 -4.46988  P5 1.444
23 H 0.06513 4.84873 -2.47971  P5 1.430
24 H -2.30520 2.65151 -1.69423  C6 1.125
25 H -3.44696 3.30129 -2.86667  C6 1.125
26 H -3.70346 5.41515 -1.25002  C7 1.112
27 H -2.42900 4.66434 -0.19584  C7 1.122
28 H -3.77015 2.54077 0.06544  C8 1.122
29 H -5.13460 3.32350 -0.88814  C8 1.116
30 H 0.93510 3.21001 -1.05326  C11 1.112
31 H 2.00817 0.90598 -0.80902  C12 1.118
32 H -0.10692 -0.65791 -4.07295  C14 1.119
33 H -1.26498 1.53800 -4.54644  C15 1.109
34 C -0.04696 -4.42601 -0.14223  C35 1.520, H38 1.094, H39 1.091, H40 1.094
35 C 1.29620 -4.17135 -0.80640  C34 1.520, C36 1.521, O37 1.425, H41 1.092
36 C 2.17915 -3.28626 0.06031  C35 1.521, H42 1.094, H43 1.092, H44 1.093
37 O 1.08381 -3.54728 -2.06962  C35 1.425, H45 0.967
38 H -0.58525 -3.48592 0.01171  C34 1.094
39 H -0.67646 -5.05101 -0.77819  C34 1.091
40 H 0.07468 -4.92111 0.82525  C34 1.094
41 H 1.80315 -5.12026 -0.99633  C35 1.092
42 H 1.70983 -2.31154 0.22464  C36 1.094
43 H 3.13531 -3.09886 -0.43272  C36 1.092
44 H 2.37112 -3.74921 1.03130  C36 1.093
45 H 0.63576 -2.70471 -1.91440  O37 0.967
46 C 1.74600 2.47300 3.77360  C47 1.520, H50 1.095, H51 1.092, H52 1.092
47 C 0.94474 2.60179 2.48891  C46 1.520, C48 1.520, O49 1.429, H53 1.092
48 C 0.65130 1.23907 1.88163  C47 1.520, H54 1.094, H55 1.092, H56 1.092
49 O 1.67470 3.39426 1.54990  C47 1.429, H57 0.966
50 H 2.71112 1.99294 3.58254  C46 1.095
51 H 1.95961 3.45853 4.19335  C46 1.092
52 H 1.20582 1.88550 4.51919  C46 1.092
53 H 0.00647 3.12316 2.69128  C47 1.092
54 H 1.57947 0.71736 1.62843  C48 1.094
55 H 0.08541 1.34830 0.95413  C48 1.092
56 H 0.07755 0.61423 2.56973  C48 1.092
57 H 2.50720 2.94104 1.36477  O49 0.966
58 C -1.64747 -5.39585 -4.25010  C59 1.521, H62 1.094, H63 1.092, H64 1.092
59 C -2.79466 -4.59717 -3.65071  C58 1.521, C60 1.521, O61 1.426, H65 1.092
60 C -3.43504 -3.68612 -4.68672  C59 1.521, H66 1.094, H67 1.092, H68 1.092
61 O -2.31039 -3.81364 -2.56158  C59 1.426, H69 0.965
62 H -0.86151 -4.73055 -4.61889  C58 1.094
63 H -1.19038 -6.03705 -3.49366  C58 1.092
64 H -1.99151 -6.02125 -5.07695  C58 1.092
65 H -3.54633 -5.27972 -3.24741  C59 1.092
66 H -2.70849 -2.96338 -5.07059  C60 1.094
67 H -4.24949 -3.11105 -4.24042  C60 1.092
68 H -3.83221 -4.26016 -5.52663  C60 1.092
69 H -1.64437 -3.20576 -2.90608  O61 0.965
70 C -4.38894 -0.98440 1.06652  C71 1.520, H74 1.094, H75 1.093, H76 1.092
71 C -5.19090 -0.83677 -0.21633  C70 1.520, C72 1.521, O73 1.430, H77 1.092
72 C -5.51748 -2.19307 -0.82330  C71 1.521, H78 1.095, H79 1.093, H80 1.091
73 O -4.44485 -0.05959 -1.15708  C71 1.430, H81 0.965
74 H -3.43534 -1.48614 0.87494  C70 1.094
75 H -4.15222 -0.00305 1.48538  C70 1.093
76 H -4.94029 -1.55961 1.81272  C70 1.092
77 H -6.11612 -0.29397 -0.01054  C71 1.092
78 H -4.60247 -2.73687 -1.08023  C72 1.095
79 H -6.08379 -2.07163 -1.74997  C72 1.093
80 H -6.10311 -2.80335 -0.13355  C72 1.091
81 H -3.62421 -0.53190 -1.34560  O73 0.965
82 C 7.41357 1.69062 3.40705  C83 1.520, H86 1.094, H87 1.092, H88 1.093
83 C 5.99859 1.35746 3.85103  C82 1.520, C84 1.521, O85 1.428, H89 1.093
84 C 6.00126 0.43311 5.05887  C83 1.521, H90 1.094, H91 1.092, H92 1.092
85 O 5.29726 0.73227 2.77581  C83 1.428, H93 0.965
86 H 7.95285 0.78430 3.11548  C82 1.094
87 H 7.39796 2.34550 2.53311  C82 1.092
88 H 7.97113 2.18656 4.20505  C82 1.093
89 H 5.46305 2.27811 4.09442  C83 1.093
90 H 6.49407 -0.51456 4.82142  C84 1.094
91 H 4.97906 0.19309 5.35993  C84 1.092
92 H 6.51652 0.89122 5.90616  C84 1.092
93 H 5.76267 -0.08319 2.55298  O85 0.965
94 C -7.02789 -6.06899 1.77837  C95 1.521, H98 1.094, H99 1.092, H100 1.092
95 C -5.77031 -5.37192 1.28259  C94 1.521, C96 1.520, O97 1.428, H101 1.091
96 C -4.59656 -6.33490 1.20244  C95 1.520, H102 1.095, H103 1.093, H104 1.092
97 O -5.44362 -4.29786 2.16443  C95 1.428, H105 0.965
98 H -6.87773 -6.47270 2.78424  C94 1.094
99 H -7.85816 -5.36235 1.84072  C94 1.092
100 H -7.31451 -6.88692 1.11399  C94 1.092
101 H -5.95517 -4.93792 0.29838  C95 1.091
102 H -4.36306 -6.74832 2.18860  C96 1.095
103 H -3.69920 -5.81666 0.85539  C96 1.093
104 H -4.80899 -7.16080 0.52020  C96 1.092
105 H -5.27806 -4.67167 3.03839  O97 0.965
106 C -1.48335 -6.40394 4.29170  C107 1.521, H110 1.095, H111 1.092, H112 1.092
107 C -0.72314 -7.64885 3.85957  C106 1.521, C108 1.521, O109 1.426, H113 1.092
108 C 0.71807 -7.31956 3.50177  C107 1.521, H114 1.094, H115 1.092, H116 1.092
109 O -1.37173 -8.23579 2.73318  C107 1.426, H117 0.965
110 H -1.51524 -5.66739 3.48268  C106 1.095
111 H -2.51853 -6.65292 4.53560  C106 1.092
112 H -1.02015 -5.94116 5.16582  C106 1.092
113 H -0.74216 -8.38809 4.66315  C107 1.092
114 H 0.75962 -6.61364 2.66652  C108 1.094
115 H 1.24875 -8.21918 3.18365  C108 1.092
116 H 1.24720 -6.88418 4.35228  C108 1.092
117 H -1.36130 -7.59066 2.01525  O109 0.965
118 C -0.58747 9.48304 -6.12234  C119 1.521, H122 1.095, H123 1.092, H124 1.092
119 C -1.44216 8.85711 -7.21419  C118 1.521, C120 1.521, O121 1.425, H125 1.092
120 C -2.74030 9.62526 -7.40903  C119 1.521, H126 1.094, H127 1.092, H128 1.092
121 O -1.73608 7.50496 -6.87168  C119 1.425, H129 0.967
122 H -1.11366 9.47068 -5.16232  C118 1.095
123 H 0.33590 8.91559 -5.98611  C118 1.092
124 H -0.32975 10.51628 -6.36483  C118 1.092
125 H -0.88281 8.83761 -8.15206  C119 1.092
126 H -3.33759 9.61766 -6.49225  C120 1.094
127 H -3.34773 9.15919 -8.18740  C120 1.092
128 H -2.54741 10.66285 -7.69067  C120 1.092
129 H -2.23149 7.51165 -6.04182  O121 0.967
130 C 11.72559 -0.20762 4.67450  C131 1.521, H134 1.094, H135 1.092, H136 1.092
131 C 10.30829 -0.54001 5.11448  C130 1.521, C132 1.521, O133 1.427, H137 1.092
132 C 10.30662 -1.46039 6.32518  C131 1.521, H138 1.094, H139 1.092, H140 1.092
133 O 9.60980 -1.16605 4.03885  C131 1.427, H141 0.965
134 H 12.26605 -1.11448 4.38690  C130 1.094
135 H 11.71179 0.44482 3.79903  C130 1.092
136 H 12.28059 0.29020 5.47239  C130 1.092
137 H 9.77243 0.38141 5.35308  C131 1.092
138 H 10.79953 -2.40921 6.09288  C132 1.094
139 H 9.28359 -1.69893 6.62365  C132 1.092
140 H 10.81924 -1.00005 7.17240  C132 1.092
141 H 10.07364 -1.98273 3.81799  O133 0.965